No. 1
{"formula": "C2H5N2", "method": "ωB97M-V/def2-TZVPD", "symbols": ["C", "C", "N", "N", "H", "H", "H", "H", "H"], "xyz": [[-1.879, -0.306, -0.049], [1.055, 0.139, 0.141], [0.200, -0.844, 0.128], [-2.930, 0.100, 0.063], [-0.009, -1.458, -0.665], [1.262, 0.686, -0.696], [1.178, 0.691, 1.109], [1.850, -0.479, 0.558], [-3.914, 0.291, 0.188]], "e_homo_ev": -16.5, "total_charge": 1, "de_lowest_kcal_mol": 95.09}

***

No. 2
{"formula": "C2H5N2", "method": "ωB97M-V/def2-TZVPD", "symbols": ["C", "C", "N", "N", "H", "H", "H", "H", "H"], "xyz": [[-1.091, 0.063, 0.564], [-0.252, -0.275, -0.565], [2.944, -0.102, -0.084], [2.030, 0.507, -0.199], [-2.077, -0.225, 0.146], [-0.771, -0.405, 1.431], [-1.085, 1.174, 0.508], [0.410, -1.071, -0.419], [-0.107, 0.335, -1.383]], "e_homo_ev": -19.6, "total_charge": 1, "de_lowest_kcal_mol": 31.35}

***

No. 3
{"formula": "C2H5N2", "method": "ωB97M-V/def2-TZVPD", "symbols": ["C", "C", "N", "N", "H", "H", "H", "H", "H"], "xyz": [[0.455, -0.331, -0.806], [-0.387, 0.653, -0.111], [-0.248, 1.022, 1.154], [0.796, -1.459, -0.295], [-0.636, 1.494, -0.844], [-1.528, 0.433, -0.387], [-0.447, 1.936, 1.448], [1.470, -1.969, -0.836], [0.527, -1.780, 0.677]], "e_homo_ev": [-15.2, -15.5], "total_charge": 1, "de_lowest_kcal_mol": 102.23}

***

No. 4
{"formula": "C2H5N2O", "method": "ωB97M-V/def2-TZVPD", "symbols": ["C", "C", "N", "N", "O", "H", "H", "H", "H", "H"], "xyz": [[1.379, 0.315, 0.983], [-0.558, -0.421, 0.314], [1.546, -0.737, 0.148], [0.006, 0.522, 1.032], [0.344, -1.198, -0.164], [-1.154, 0.026, -3.052], [2.200, 0.780, 1.538], [-1.685, 0.127, -2.472], [-1.577, -0.704, 0.053], [-0.500, 1.290, 1.621]], "e_homo_ev": -17.1, "total_charge": 1, "de_lowest_kcal_mol": 84.74}